[1]
This record from the OMol25 dataset describes a molecular structure, C17H21Cl3MoN2O3S. The level of theory is ωB97M-V/def2-TZVPD.

Element x y z (Å)
Mo 0.32150 -0.18667 0.27620
Cl -6.80528 0.24456 -1.20047
C -5.17559 -0.17067 -0.86811
C -4.23688 0.84070 -0.70543
C -2.95238 0.45315 -0.41014
Cl -1.64748 1.61557 -0.19139
C -2.56193 -0.86748 -0.27899
O -1.27230 -1.12892 0.04241
C -3.50934 -1.85736 -0.46926
Cl -3.02674 -3.50143 -0.32983
C -4.81616 -1.50779 -0.76205
H -4.51677 1.87892 -0.81453
H -5.56114 -2.27781 -0.90850
C 3.82836 -2.17432 0.00713
C 2.45675 -2.39389 -0.59291
C 1.76418 -3.64263 -0.09558
O 1.59028 -1.23440 -0.24637
H 4.35805 -3.12484 0.03977
H 3.73865 -1.80271 1.02913
H 4.42490 -1.47440 -0.57665
H 2.50473 -2.39839 -1.67874
H 1.76972 -3.66946 0.99577
H 2.29531 -4.51825 -0.46515
H 0.73629 -3.68740 -0.45557
C -1.31231 -1.66192 3.07523
S -0.75340 0.01080 2.70011
C 0.62485 0.17134 3.85851
H -0.46730 -2.34567 3.11550
H -2.00577 -1.96723 2.29614
H -1.82715 -1.63329 4.03315
H 0.22214 0.30296 4.86039
H 1.20073 1.05306 3.58607
H 1.25551 -0.71419 3.81980
N 3.68567 6.02632 1.77789
C 4.15369 4.81932 1.40315
O 5.31991 4.51097 1.33608
C 3.12821 3.74215 1.09239
C 3.56449 2.66851 0.32901
C 2.73010 1.60312 0.10985
N 1.48162 1.52778 0.64096
C 1.05648 2.58692 1.36454
C 1.83419 3.69705 1.59775
H 4.36890 6.73896 1.98668
H 2.73458 6.31949 1.64384
H 4.56863 2.67055 -0.07345
H 3.05046 0.77600 -0.50358
H 0.05581 2.53274 1.77221
H 1.42743 4.49619 2.20331

net charge: +2
multiplicity: 3
E_tot: -77336.4308 eV
energy above the lowest of the compared OMol25 structures with the same formula, charge and spin: 23.49 kJ/mol
HOMO-LUMO gap (alpha / beta): 6.71 / 6.52 eV
<S²>: 2.014


[2]
This record from the OMol25 dataset describes 2 unconnected molecules or ions with the total composition C3H5O3. The level of theory is ωB97M-V/def2-TZVPD.

Element x y z (Å)
O 0.50809 1.88470 -1.79057
C 0.25823 0.92267 -1.08519
C -1.12706 0.36579 -0.99348
H 1.02422 0.40904 -0.50201
H -1.40954 0.49943 0.05282
H -1.06019 -0.72637 -1.04893
H -1.73540 0.83897 -1.75590
O 0.67684 0.18996 1.70446
C 0.89601 -1.05026 1.78240
O 1.09209 -1.83985 0.82802
H 0.87672 -1.49409 2.80838

net charge: -1
E_tot: -9335.7152 eV
energy above the lowest of the compared OMol25 structures with the same formula, charge and spin: 18.09 kJ/mol
HOMO-LUMO gap: 8.54 eV


[3]
This record from the OMol25 dataset describes 2 unconnected molecules or ions with the total composition C3H7Br2P. The level of theory is ωB97M-V/def2-TZVPD.

Element x y z (Å)
C -0.83545 0.08506 0.75607
C -0.12192 0.17583 -0.59153
C 0.97132 1.23210 -0.56435
P 3.53188 -0.26346 1.12888
Br 4.01584 -2.06673 -0.05679
Br 4.98499 1.26215 0.37892
H -0.11945 0.32649 1.51474
H -1.69754 0.82514 0.85968
H -1.39662 -0.89430 0.88917
H 0.33383 -0.66988 -0.91348
H -0.72151 0.44148 -1.38357
H 1.52533 1.51006 -1.37280
H 1.16105 1.97271 0.22630

E_tot: -152596.1791 eV
energy above the lowest of the compared OMol25 structures with the same formula, charge and spin: 224.95 kJ/mol
HOMO-LUMO gap (alpha / beta): 6.75 / 8.40 eV


> Which of these has the lowest energy above the lowest of the compared OMol25 structures with the same formula, charge and spin?

C3H5O3


> What is the energy above the lowest of the compared OMol25 structures with the same formula, charge and spin in the second record?

18.09 kJ/mol


> What is the formula in the first record?

C17H21Cl3MoN2O3S


> Look up the E_tot of the third one.

-152596.1791 eV